[1]
84
Properties=species:S:1:pos:R:3:forces:R:3 method="wB97M-V/def2-TZVPD" total_charge=+1 homo_energy_ev=-10.26 lumo_energy_ev=-4.450 homo_lumo_gap_ev=5.8
C -2.57344 6.07402 4.14672 -0.6 -0.4 0.0
C -1.61064 5.65515 3.02838 0.0 0.6 0.0
N -2.16508 4.65258 2.10253 0.6 -0.7 -0.3
C -1.30238 4.06552 1.18106 -0.1 0.2 0.5
C -1.69480 3.72566 -0.14090 -0.3 0.1 -0.4
C -0.76837 3.34541 -1.09907 0.2 0.1 0.1
C 0.58729 3.09208 -0.75177 -0.4 -0.1 0.2
C 1.54445 2.58298 -1.69330 0.0 -0.6 1.0
C 2.39669 1.51715 -1.29996 0.0 0.1 0.2
C 1.94650 0.51586 -0.37877 0.1 0.3 0.1
C 2.76122 -0.51702 0.02723 -0.6 0.0 0.2
C 4.11209 -0.58915 -0.38124 0.7 -0.6 0.2
N 4.93922 -1.62249 0.05918 -0.7 1.0 -0.4
C 6.35214 -1.30589 0.29885 0.4 -0.2 0.5
C 7.20018 -2.56825 0.49122 -0.3 -0.5 0.1
O 6.63323 -3.44964 1.47506 -0.4 0.4 -0.7
C 5.32964 -3.86224 1.05266 0.3 0.2 0.0
C 4.37718 -2.66806 0.92345 0.2 -0.1 0.5
C 4.58672 0.44180 -1.24966 0.1 0.3 -0.2
C 3.74619 1.41892 -1.74214 0.2 -0.1 -0.1
C 0.93676 3.27012 0.62484 0.1 -0.4 -0.3
C 0.04319 3.77476 1.53956 0.1 0.2 0.0
C -3.60110 4.66771 1.84448 -0.5 0.5 -0.2
C -4.40088 5.04948 3.10093 0.2 0.3 0.1
O -3.91509 6.26601 3.67574 0.7 -0.7 -0.1
H -2.57756 5.29458 4.94187 0.0 0.5 -0.3
H -2.25340 7.04501 4.55518 0.0 -0.5 -0.1
H -1.33322 6.57853 2.47499 -0.1 -0.5 0.0
H -0.71194 5.26129 3.51795 -0.2 0.2 -0.2
H -2.74267 3.81702 -0.42914 0.4 0.1 0.0
H -1.06886 3.15807 -2.13766 -0.1 0.2 0.5
H 1.62846 3.00123 -2.69740 0.1 0.0 0.0
H 0.92489 0.57412 0.00957 0.4 -0.1 -0.2
H 2.35260 -1.23987 0.73598 0.2 0.2 -0.4
H 6.76219 -0.74320 -0.54344 -0.1 -0.1 0.2
H 6.45073 -0.69110 1.21980 -0.1 -0.2 -0.4
H 7.28871 -3.11822 -0.46968 0.0 0.3 0.4
H 8.19963 -2.29605 0.86115 -0.4 -0.1 -0.2
H 5.39375 -4.38846 0.08250 0.0 0.1 0.3
H 4.95627 -4.54991 1.82950 0.1 0.3 -0.4
H 4.19813 -2.28446 1.95047 0.0 0.0 -0.4
H 3.43057 -3.02692 0.50133 0.2 0.1 0.1
H 5.63534 0.48305 -1.54497 -0.4 -0.1 0.0
H 4.12284 2.19731 -2.41810 -0.1 -0.4 0.2
H 1.94795 3.00317 0.95213 -0.4 0.2 -0.2
H 0.37167 3.92173 2.56831 -0.1 0.0 -0.4
H -3.87032 5.39378 1.04763 0.2 -0.3 0.2
H -3.91920 3.66319 1.52476 0.1 0.3 0.0
H -5.44977 5.25981 2.83713 0.4 -0.3 0.0
H -4.34876 4.22573 3.84030 -0.1 0.3 -0.2
C 2.41357 0.78127 -5.08385 0.2 0.1 0.0
N 1.68870 1.77517 -5.84997 0.0 0.1 -0.4
C 0.26119 1.53512 -5.97466 0.0 0.0 0.1
C 2.24591 3.05942 -5.95053 0.3 -0.1 1.3
N 2.99654 3.45374 -4.95249 -0.9 -0.5 -0.9
C 3.87814 4.58058 -5.13618 0.5 0.7 0.0
C 4.96341 4.57016 -4.08125 -0.1 -0.2 -0.1
C 6.24021 4.13155 -4.44155 0.0 0.2 0.5
C 7.23794 4.02897 -3.46984 -0.2 -0.3 0.1
C 6.94593 4.29747 -2.12919 0.1 0.3 -0.2
C 5.70139 4.84131 -1.79507 -0.3 -0.3 -0.1
C 4.68908 4.94542 -2.75760 0.6 -0.1 -0.1
N 1.95063 3.72468 -7.10827 0.0 -0.2 -0.2
C 1.49972 2.97903 -8.27434 0.2 0.0 -0.2
C 2.15027 5.15661 -7.30669 0.0 0.2 0.0
H 3.44474 0.72365 -5.46153 -0.3 0.0 0.3
H 2.44818 1.02827 -4.01389 0.0 -0.2 -0.2
H 1.93145 -0.19876 -5.23104 0.2 0.4 0.1
H -0.20911 2.22866 -6.67548 0.1 -0.1 0.3
H 0.10668 0.51303 -6.34370 -0.1 0.2 0.0
H -0.25166 1.62124 -5.00152 0.0 0.0 -0.1
H 4.38121 4.58179 -6.12246 -0.2 -0.1 0.4
H 3.34575 5.54271 -5.06165 0.2 -0.2 0.1
H 6.45111 3.86050 -5.47972 -0.1 0.2 0.3
H 8.23942 3.72410 -3.76649 -0.2 -0.1 0.1
H 7.69886 4.10384 -1.35891 -0.2 0.3 -0.3
H 5.50771 5.17433 -0.77589 0.0 -0.2 -0.2
H 3.69254 5.30253 -2.47998 0.3 0.0 -0.1
H 1.90474 1.96430 -8.24360 -0.1 0.2 -0.1
H 0.40804 2.93060 -8.32044 0.1 0.0 -0.2
H 1.85406 3.48435 -9.17559 0.0 -0.1 0.1
H 1.83825 5.72517 -6.41800 0.1 -0.2 -0.4
H 3.19656 5.40360 -7.56756 -0.6 0.0 0.1
H 1.52558 5.46585 -8.15179 0.0 0.0 0.3

[2]
87
Properties=species:S:1:pos:R:3:forces:R:3 method="wB97M-V/def2-TZVPD" total_charge=+3 homo_energy_ev="-16.35 / -16.35" multiplicity=6 lumo_energy_ev="-9.365 / -7.990" homo_lumo_gap_ev="7.0 / 8.4"
Sm -0.03940 1.32689 -0.57958 0.1 0.9 0.1
C 1.68349 4.20894 0.11652 -0.1 0.1 0.0
C 2.83269 3.22471 0.15304 0.2 -0.1 0.1
N 2.33356 1.83199 0.24904 -0.2 0.1 -0.1
C 3.22147 0.83475 -0.38573 -0.1 0.0 0.0
C 3.33827 0.99960 -1.90270 0.1 0.0 0.0
S 1.83771 1.54141 -2.78719 -0.1 -0.2 0.0
C 2.05154 3.34164 -2.98114 0.1 0.1 0.0
C 0.99670 4.19897 -2.29722 -0.1 0.1 0.1
N 0.66318 3.83534 -0.89484 -0.1 -0.2 -0.2
H 1.18303 4.22460 1.08962 0.0 0.0 0.0
H 2.05601 5.22263 -0.05742 0.0 0.0 0.0
H 3.45108 3.30596 -0.73566 0.0 0.0 0.0
H 3.48901 3.45595 0.99517 0.0 0.0 0.0
H 2.26964 1.58871 1.23546 0.0 0.0 0.0
H 4.22897 0.86375 0.04283 0.0 0.0 0.0
H 2.81522 -0.15269 -0.15322 0.0 0.0 0.0
H 4.12228 1.69971 -2.18898 0.0 0.0 0.0
H 3.59947 0.03666 -2.34290 0.0 0.0 0.0
H 3.06384 3.59527 -2.67604 0.0 0.0 0.0
H 2.00489 3.54140 -4.05179 0.0 0.0 0.0
H 1.31463 5.24536 -2.35310 0.0 0.0 0.0
H 0.06501 4.13689 -2.86349 0.0 0.0 0.0
H -0.15967 4.39159 -0.67774 0.0 0.0 0.0
N -1.86873 2.45483 0.78339 0.2 -0.1 -0.1
C -3.20140 1.80629 0.56151 0.0 0.0 0.1
C -3.83173 2.18577 -0.76578 -0.1 0.0 0.0
C -3.23677 1.50446 -1.98253 0.1 0.0 -0.1
N -1.85152 1.98447 -2.28368 0.2 0.0 0.1
H -1.63473 2.30941 1.76731 0.0 0.0 0.0
H -1.99120 3.46082 0.68804 0.0 0.0 0.0
H -3.86162 2.06943 1.38892 0.0 0.0 -0.1
H -3.05829 0.72261 0.62207 0.0 0.0 0.0
H -3.84613 3.27413 -0.89646 0.0 0.0 0.0
H -4.88410 1.89862 -0.71832 0.0 0.0 0.0
H -3.87103 1.65910 -2.85618 0.0 0.0 0.1
H -3.17998 0.43021 -1.80513 0.0 0.0 0.0
H -1.90449 2.99293 -2.41914 0.0 0.0 0.0
H -1.57549 1.62719 -3.19800 -0.1 0.0 0.0
N -0.10412 -1.82909 0.71149 -0.1 -0.4 0.1
P -0.42713 -1.56084 -0.93123 0.1 0.1 0.0
C -1.62825 -2.80087 -1.40021 0.0 -0.2 -0.1
C -2.74657 -2.47497 -2.16157 -0.1 0.0 0.0
C -3.64277 -3.46469 -2.54299 0.0 0.0 0.0
C -3.42063 -4.77764 -2.15947 0.0 0.0 0.0
C -2.29865 -5.11485 -1.40929 0.0 0.0 0.0
C -1.39789 -4.13306 -1.03858 0.0 0.0 0.0
C 1.12822 -1.96795 -1.77844 0.0 -0.3 0.1
C 2.20710 -2.53610 -1.09656 0.0 0.0 0.0
C 3.35676 -2.89768 -1.78703 -0.1 0.0 0.0
C 3.43246 -2.69789 -3.15988 0.0 0.0 0.0
C 2.36250 -2.13489 -3.84613 0.0 0.0 0.0
C 1.21485 -1.77167 -3.15817 0.0 0.0 -0.1
P 0.08188 -0.52339 1.76489 0.1 0.1 0.0
C 1.28397 -1.07042 2.98467 -0.2 -0.1 0.2
C 2.61946 -0.67458 2.97089 0.1 0.0 -0.1
C 3.51120 -1.17523 3.90766 0.0 0.0 0.0
C 3.07354 -2.08338 4.86053 0.0 0.0 0.0
C 1.74503 -2.48944 4.88377 0.0 0.0 0.0
C 0.85047 -1.97995 3.95753 0.0 0.0 0.0
C -1.47232 -0.36535 2.67690 -0.1 -0.2 0.0
C -2.57344 -1.16456 2.37814 0.0 0.0 0.0
C -3.76450 -0.99874 3.07831 0.0 0.0 0.0
C -3.86076 -0.03128 4.06577 0.0 0.0 0.0
C -2.76261 0.76990 4.36968 -0.1 0.0 0.0
C -1.57175 0.60136 3.68172 0.0 0.1 0.0
H -0.16632 -2.76926 1.09156 0.1 0.0 0.0
H -2.92026 -1.45635 -2.48018 0.0 0.0 0.0
H -4.50852 -3.21328 -3.13958 0.0 0.0 0.0
H -4.11800 -5.54915 -2.45680 0.0 0.0 0.0
H -2.12380 -6.14467 -1.13068 0.0 0.0 0.0
H -0.50575 -4.42090 -0.49256 0.0 0.0 0.0
H 2.14758 -2.71059 -0.02908 0.0 0.0 0.0
H 4.18214 -3.35591 -1.25904 0.0 0.0 0.0
H 4.32204 -2.99676 -3.69853 0.0 0.0 0.0
H 2.41800 -1.99619 -4.91728 0.0 0.0 0.0
H 0.37705 -1.36665 -3.71785 0.0 0.0 0.0
H 2.99983 0.01331 2.22502 -0.1 0.0 0.0
H 4.54432 -0.85638 3.89712 0.0 0.0 0.0
H 3.76764 -2.47444 5.59200 0.0 0.0 0.0
H 1.40434 -3.19155 5.63212 0.0 0.0 0.0
H -0.18912 -2.28038 4.01101 0.0 0.0 0.0
H -2.51310 -1.92155 1.60544 0.0 0.0 0.0
H -4.61187 -1.63437 2.85925 0.0 0.0 0.0
H -4.78456 0.09105 4.61490 0.0 0.0 0.0
H -2.83387 1.50488 5.16003 0.0 0.0 0.0
H -0.70922 1.19611 3.97176 0.0 0.0 0.0

What are the energy relative to the best compared isomer or geometry (same formula, charge and spin) values for these records? In order: 0.0; 14.6 kJ/mol.
What are the molar mass values for these records? In order: 542.748; 756.133 g mol⁻¹.